[1]
ORCA calculation (ωB97M-V with the def2-TZVPD basis set) on C4H7NS as an isolated structure in a non-equilibrium geometry.

ORCA input file:
```
! wB97M-V def2-TZVPD RIJCOSX def2/J DEFGRID3
* xyz 0 1
C 0.275 0.553 0.162
C 0.323 -0.681 -0.278
C -0.896 1.426 0.361
C -0.326 -1.872 -0.785
N 1.443 0.931 0.819
S 2.551 -0.397 0.423
H -0.906 1.639 1.506
H -0.857 2.367 -0.339
H -1.850 0.790 0.123
H -0.137 -2.081 -1.876
H -0.024 -2.763 -0.204
H -1.371 -1.768 -0.661
H 1.776 1.856 0.750
*
```

Output
energy relative to the best compared isomer or geometry (same formula, charge and spin): 3.581 eV
electronic energy: -609.42688 Eh
LUMO: -0.138 eV
E_HOMO: -7.858 eV

***

[2]
ORCA calculation (ωB97M-V with the def2-TZVPD basis set) on an isolated molecule of C4H7NS2 in a non-equilibrium geometry.

ORCA input file:
```
! wB97M-V def2-TZVPD RIJCOSX def2/J DEFGRID3
* xyz 0 1
C 0.849 2.150 1.298
C 0.684 1.411 0.210
S -0.869 1.423 -0.588
C -1.422 -0.177 -0.660
S -2.889 -0.457 -1.356
C -0.573 -1.326 -0.057
N 0.581 -1.446 -0.870
H -0.005 2.565 1.744
H 1.851 2.287 1.699
H 1.524 0.893 -0.298
H -1.143 -2.243 0.120
H -0.138 -1.085 0.932
H 1.211 -2.097 -0.431
H 0.339 -1.897 -1.744
*
```

Output
energy relative to the best compared isomer or geometry (same formula, charge and spin): 1.256 eV
electronic energy: -1007.68810 Eh
LUMO: -0.130 eV
SMILES: C=CSC(=S)CN
E_HOMO: -8.547 eV

***

[3]
ORCA calculation (ωB97M-V with the def2-TZVPD basis set) on C4H7NS2 as an isolated structure in a non-equilibrium geometry.

ORCA input file:
```
! wB97M-V def2-TZVPD RIJCOSX def2/J DEFGRID3
* xyz 0 1
C -0.627 -0.649 -1.792
C 0.681 -0.778 -0.934
C 0.782 0.528 -0.312
C -0.765 -0.104 1.664
H -0.245 -0.205 -2.971
H -0.813 -1.909 -1.712
H -1.410 0.257 -1.122
H 1.522 -1.220 -1.386
H 0.271 -1.539 -0.124
H 0.172 1.582 1.117
H -1.140 0.567 2.516
N 0.193 0.524 0.838
S 1.680 1.797 -0.969
S -1.689 -1.496 1.348
*
```

Output
energy relative to the best compared isomer or geometry (same formula, charge and spin): 4.169 eV
electronic energy: -1007.58103 Eh
LUMO: -1.343 eV
E_HOMO: -8.879 eV